Entry 1:
Computed, not measured: a single C16H25NO3 molecule, with wB97M-V/def2-TZVPD.

Properties
Multiplicity: 1
M: 279.38 g/mol
Maximum force: 0.012 hartree/bohr
Electronic energy: -905.15379 hartree
HOMO-LUMO gap: 9.361 eV
LUMO: 0.92 eV
Highest occupied orbital energy: -8.44 eV
Relative energy (zero: lowest compared OMol25 entry of this formula, charge and spin): 30.58 kcal/mol

Geometry (Å):
C (0.56, 3.99, 0.26)
C (1.64, 2.99, 0.63)
C (2.30, 2.38, -0.61)
C (3.34, 1.33, -0.24)
O (2.70, 0.24, 0.38)
C (3.56, -0.80, 0.79)
C (3.90, -1.79, -0.33)
H (4.07, -1.23, -1.25)
H (4.83, -2.31, -0.09)
C (2.79, -2.82, -0.55)
N (1.49, -2.20, -0.57)
C (0.48, -2.64, 0.22)
O (0.53, -3.69, 0.83)
C (-0.73, -1.76, 0.23)
C (-1.98, -2.35, 0.31)
C (-3.13, -1.58, 0.34)
C (-3.04, -0.19, 0.31)
C (-1.77, 0.40, 0.27)
C (-0.63, -0.37, 0.22)
H (0.34, 0.11, 0.22)
H (-1.72, 1.48, 0.28)
O (-4.08, 0.68, 0.35)
C (-5.41, 0.19, 0.34)
C (-5.86, -0.25, -1.05)
H (-5.25, -1.08, -1.41)
H (-6.90, -0.56, -1.02)
H (-5.76, 0.58, -1.75)
H (-6.01, 1.04, 0.67)
H (-5.53, -0.62, 1.07)
H (-4.09, -2.08, 0.39)
H (-2.05, -3.43, 0.35)
H (1.42, -1.29, -0.99)
H (2.77, -3.55, 0.26)
H (2.97, -3.36, -1.49)
H (3.03, -1.32, 1.59)
H (4.48, -0.37, 1.21)
H (4.09, 1.76, 0.44)
H (3.87, 1.00, -1.15)
H (2.78, 3.16, -1.19)
H (1.53, 1.91, -1.23)
H (1.20, 2.19, 1.23)
H (2.40, 3.48, 1.24)
H (0.09, 4.40, 1.15)
H (-0.21, 3.52, -0.35)
H (0.99, 4.82, -0.32)

=====

Entry 2:
Computed, not measured: 2 unconnected molecules or ions with the total composition C16H26Br2F4O4S, with wB97M-V/def2-TZVPD.

Properties
Multiplicity: 1
M: 550.25 g/mol
Maximum force: 0.098 hartree/bohr
Electronic energy: -6871.85274 hartree
HOMO-LUMO gap: 9.828 eV
LUMO: 0.43 eV
Highest occupied orbital energy: -9.40 eV

Geometry (Å):
O (3.54, -1.40, -1.85)
C (2.73, -1.28, -1.05)
C (1.24, -0.98, -1.26)
C (0.57, -1.25, 0.09)
C (0.02, -2.69, 0.19)
C (1.00, -3.80, -0.25)
C (1.89, -4.35, 0.90)
O (1.26, -5.50, 1.48)
C (-0.67, -0.37, 0.45)
C (-0.86, 0.88, -0.42)
C (-2.01, 1.74, 0.13)
F (-1.53, 2.46, 1.21)
C (1.80, -0.96, 0.99)
C (1.86, 0.41, 1.69)
C (3.17, 0.66, 2.47)
C (4.08, 1.76, 1.95)
F (4.96, 2.03, 2.95)
Br (3.15, 3.43, 1.59)
C (5.00, 1.33, 0.74)
F (6.11, 2.06, 0.84)
F (5.37, 0.10, 0.85)
Br (4.27, 1.74, -1.01)
O (2.96, -1.36, 0.30)
H (0.81, -1.53, -2.10)
H (1.27, 0.06, -1.62)
H (-0.86, -2.79, -0.45)
H (-0.30, -2.85, 1.22)
H (1.59, -3.55, -1.13)
H (0.38, -4.66, -0.55)
H (2.02, -3.63, 1.71)
H (2.86, -4.65, 0.51)
H (0.31, -5.37, 1.48)
H (-1.57, -0.97, 0.32)
H (-0.66, -0.08, 1.51)
H (-1.19, 0.54, -1.41)
H (0.05, 1.47, -0.53)
H (-2.81, 1.06, 0.43)
H (-2.34, 2.41, -0.66)
H (1.68, -1.64, 1.85)
H (1.06, 0.37, 2.43)
H (1.60, 1.21, 1.00)
H (3.74, -0.27, 2.56)
H (2.90, 0.95, 3.49)
C (-5.16, 3.93, -2.50)
S (-6.08, 3.01, -1.26)
O (-5.15, 2.02, -0.66)
C (-7.12, 2.12, -2.42)
H (-4.41, 4.53, -1.99)
H (-4.66, 3.24, -3.18)
H (-5.84, 4.58, -3.05)
H (-6.50, 1.54, -3.11)
H (-7.74, 2.82, -2.98)
H (-7.76, 1.44, -1.86)

=====

Entry 3:
Computed, not measured: 10 unconnected molecules or ions with the total composition C16H26Cl19FNO5, with wB97M-V/def2-TZVPD.

Properties
Multiplicity: 1
M: 1004.99 g/mol
Maximum force: 0.021 hartree/bohr
Electronic energy: -9899.81463 hartree
HOMO-LUMO gap: 7.380 eV
LUMO: 1.70 eV
Highest occupied orbital energy: -5.68 eV
Net charge: -1
Relative energy (zero: lowest compared OMol25 entry of this formula, charge and spin): 0.00 kcal/mol

Geometry (Å):
C (5.54, -3.32, 0.08)
C (4.71, -2.78, 1.20)
O (5.18, -2.63, 2.30)
O (3.45, -2.44, 0.89)
C (2.46, -2.68, 1.91)
C (1.26, -3.44, 1.33)
F (0.60, -3.93, 2.46)
N (1.61, -4.54, 0.48)
C (2.48, -5.52, 1.11)
C (2.21, -6.92, 0.62)
O (2.05, -7.86, 1.31)
Cl (2.22, -7.12, -1.15)
C (0.29, -2.47, 0.60)
O (0.13, -2.67, -0.62)
O (-0.23, -1.57, 1.29)
H (5.54, -2.61, -0.75)
H (5.19, -4.29, -0.30)
H (6.54, -3.48, 0.45)
H (2.87, -3.27, 2.73)
H (2.12, -1.74, 2.33)
H (2.08, -4.16, -0.33)
H (3.54, -5.33, 0.90)
H (2.38, -5.57, 2.19)
C (0.63, 0.07, 5.34)
Cl (2.12, -0.58, 6.06)
Cl (0.23, -0.71, 3.81)
H (-0.18, -0.07, 6.04)
H (0.77, 1.13, 5.17)
C (-0.91, 0.72, -0.17)
Cl (-2.43, 1.61, -0.42)
Cl (0.48, 1.81, -0.06)
H (-0.97, 0.15, 0.75)
H (-0.76, 0.05, -1.01)
C (-1.37, -0.86, -4.46)
Cl (-1.30, -1.35, -2.78)
Cl (-2.97, -0.20, -4.89)
H (-0.63, -0.08, -4.63)
H (-1.18, -1.72, -5.09)
C (-3.64, 3.77, -4.72)
Cl (-4.08, 5.10, -5.81)
Cl (-1.91, 3.67, -4.44)
H (-4.13, 3.93, -3.76)
H (-3.97, 2.83, -5.16)
C (6.41, -6.99, 1.93)
Cl (5.87, -5.94, 3.24)
Cl (5.53, -6.67, 0.42)
H (7.46, -6.82, 1.76)
H (6.23, -8.02, 2.21)
C (-1.30, 2.00, 8.46)
Cl (-2.00, 2.58, 6.94)
Cl (-0.80, 0.31, 8.36)
H (-0.43, 2.60, 8.69)
H (-2.05, 2.09, 9.24)
C (-7.74, 6.29, -6.65)
Cl (-8.67, 5.42, -7.88)
Cl (-8.13, 8.02, -6.62)
H (-7.98, 5.87, -5.68)
H (-6.69, 6.18, -6.87)
C (-5.99, 7.98, -9.72)
Cl (-4.82, 6.80, -9.12)
Cl (-5.25, 9.13, -10.84)
H (-6.78, 7.44, -10.25)
H (-6.40, 8.52, -8.88)
C (1.11, 4.94, 6.21)
Cl (0.42, 5.50, 4.69)
Cl (1.67, 3.27, 6.11)
H (1.96, 5.57, 6.46)
H (0.35, 5.00, 6.98)

=====

Entry 4:
Computed, not measured: a molecular structure, C16H26IN5RuS, with wB97M-V/def2-TZVPD.

Properties
Multiplicity: 1
M: 548.46 g/mol
Maximum force: 0.091 hartree/bohr
Electronic energy: -1689.21013 hartree
HOMO-LUMO gap (alpha / beta): 6.575 / 6.571 eV
LUMO (alpha / beta): -7.50 / -7.51 eV
Highest occupied orbital energy (alpha / beta): -14.08 / -14.08 eV
Net charge: +2
Relative energy (zero: lowest compared OMol25 entry of this formula, charge and spin): 2.52 kcal/mol

Geometry (Å):
Ru (-0.88, 0.09, -0.20)
I (-3.51, 1.55, 0.00)
C (-3.67, -0.55, 0.42)
C (-4.85, -1.16, 0.79)
C (-4.84, -2.54, 0.95)
C (-3.67, -3.24, 0.68)
C (-2.53, -2.53, 0.32)
N (-2.52, -1.20, 0.23)
H (-5.75, -0.58, 0.96)
H (-5.73, -3.05, 1.26)
H (-3.62, -4.31, 0.78)
H (-1.61, -3.05, 0.11)
S (-1.15, -0.77, -2.49)
C (0.47, -1.02, -2.89)
N (0.97, -0.94, -4.12)
C (2.40, -1.18, -4.14)
C (2.70, -1.58, -2.68)
N (1.43, -1.35, -2.02)
H (0.43, -0.68, -4.93)
H (2.92, -0.26, -4.43)
H (2.65, -1.96, -4.86)
H (3.49, -0.97, -2.24)
H (2.99, -2.63, -2.60)
H (1.25, -1.57, -1.05)
C (1.52, 4.14, -2.27)
N (1.98, 3.22, -1.25)
C (3.15, 3.61, -0.49)
C (1.26, 2.22, -0.92)
N (0.62, 1.28, -0.65)
H (1.20, 5.08, -1.80)
H (0.67, 3.72, -2.81)
H (2.33, 4.36, -2.96)
H (2.91, 4.43, 0.19)
H (3.93, 3.95, -1.18)
H (3.53, 2.77, 0.10)
C (-0.79, 0.32, 4.17)
C (-0.15, -0.14, 2.85)
C (-0.43, -1.63, 2.59)
C (1.38, 0.06, 2.93)
C (-0.74, 0.70, 1.79)
H (-0.48, -0.36, 4.96)
H (-1.88, 0.30, 4.12)
H (-0.47, 1.32, 4.44)
H (0.11, -2.24, 3.30)
H (-0.10, -1.88, 1.58)
H (-1.49, -1.84, 2.70)
H (1.79, -0.57, 3.72)
H (1.61, 1.10, 3.15)
H (1.85, -0.22, 1.99)
H (-0.65, 1.78, 1.90)

=====

Q: Among the records above, which one has the highest electronic energy?
A: C16H25NO3

=====

Q: Which value of multiplicity does entry 1 give?
A: 1